83
Properties=species:S:1:pos:R:3:forces:R:3:mulliken_charge:R:1 method="wB97M-V/def2-TZVPD" energy_ev=-93249.435 fmax_ev_per_a=0.9 total_charge=-1 e_lumo_ev=1.864 gap_ev=8.077 homo_energy_ev=-6.2
C -0.420 -4.418 4.664 0.08 0.00 -0.06 -0.88
C 0.682 -5.420 4.346 -0.18 -0.20 0.09 -0.36
O 0.973 -5.473 2.962 0.01 0.13 -0.09 -0.37
C 1.997 -4.584 2.559 0.28 -0.06 0.16 -0.53
C 1.791 -4.141 1.131 -0.32 -0.44 -0.21 -0.57
C 0.710 -3.087 0.919 0.13 0.34 -0.03 -0.15
F 0.517 -2.323 2.037 -0.02 -0.15 0.08 -0.43
I -1.236 -4.113 0.587 -0.17 0.07 -0.02 -0.11
O 1.029 -2.309 -0.138 -0.11 0.02 0.06 -0.13
C 0.748 -0.893 -0.133 -0.11 -0.23 -0.25 -0.56
C 1.855 -0.163 0.677 -0.07 0.23 0.24 -0.29
Cl 3.406 -1.082 0.650 0.11 0.04 -0.19 -0.20
C 2.147 1.311 0.414 0.11 0.38 0.25 -0.20
C 1.273 2.204 1.306 0.32 -0.46 0.29 -1.67
C 0.535 -0.565 -1.650 0.71 -0.04 0.05 0.45
O -0.398 -1.562 -2.086 -0.41 0.06 0.31 -0.31
C -1.458 -1.231 -2.946 -0.30 -0.37 -0.38 -0.16
C -2.841 -0.938 -2.298 0.12 -0.09 0.16 -1.30
N -2.862 -1.036 -0.835 -0.58 0.18 -0.23 0.33
C -4.167 -0.612 -0.273 0.21 -0.23 -0.01 -1.09
C -4.085 0.504 0.771 -0.33 -0.03 0.39 1.40
C -4.910 1.716 0.377 -0.18 -0.03 -0.03 -1.73
O -4.625 -0.016 2.009 -0.22 -0.07 -0.52 -0.64
P 2.090 -1.067 -2.625 -0.07 -0.51 -0.72 0.84
N 1.872 -1.530 -4.114 -0.08 0.34 0.30 -1.05
N 0.186 0.785 -1.932 0.23 -0.25 -0.15 1.22
C -0.766 1.512 -1.162 -0.21 0.59 0.00 -0.32
O -0.360 2.874 -1.202 0.19 -0.24 0.28 -0.03
C -1.171 3.722 -0.419 -0.23 0.27 0.01 -0.24
C -0.400 4.997 -0.070 -0.29 -0.14 0.06 -1.50
C 0.417 1.393 -3.237 -0.23 0.23 -0.26 -1.84
C 1.543 2.428 -3.304 -0.23 0.34 0.01 1.14
C 1.200 3.617 -4.184 0.23 -0.10 -0.07 -1.77
F 2.688 1.820 -3.830 0.16 0.10 0.00 -0.42
H -0.029 -3.407 4.765 -0.04 0.06 -0.03 0.21
H -0.931 -4.692 5.589 0.06 0.07 0.05 0.43
H -1.145 -4.428 3.852 -0.06 -0.01 0.03 0.13
H 1.591 -5.199 4.913 0.06 -0.03 0.07 0.31
H 0.359 -6.425 4.625 0.01 0.00 -0.04 0.36
H 2.963 -5.103 2.600 0.01 0.00 0.05 0.33
H 2.065 -3.732 3.240 -0.06 0.10 -0.08 0.42
H 2.719 -3.751 0.722 0.03 0.21 0.08 0.46
H 1.518 -5.019 0.542 0.11 0.04 -0.03 0.40
H -0.217 -0.755 0.357 -0.03 0.14 0.00 0.58
H 1.556 -0.212 1.725 0.06 -0.18 -0.08 0.61
H 3.171 1.490 0.742 -0.03 0.00 -0.04 0.98
H 2.105 1.589 -0.636 -0.14 -0.17 -0.01 -0.37
H 0.223 1.908 1.292 -0.08 0.22 -0.10 0.33
H 1.402 3.254 1.067 -0.13 0.00 -0.09 0.26
H 1.627 2.071 2.330 -0.04 0.06 -0.01 0.47
H -1.218 -0.439 -3.654 0.14 0.14 0.14 0.07
H -1.586 -2.132 -3.551 0.08 -0.01 -0.02 0.52
H -3.200 0.048 -2.596 0.09 0.10 0.08 0.49
H -3.537 -1.665 -2.736 -0.16 0.11 -0.08 0.49
H -2.814 -2.024 -0.637 0.61 -0.12 0.25 -0.10
H -4.861 -0.330 -1.069 0.02 0.06 -0.07 0.39
H -4.620 -1.459 0.247 -0.03 0.00 -0.03 0.27
H -3.046 0.764 0.956 0.22 0.04 -0.26 -0.26
H -4.784 2.545 1.073 0.08 0.01 0.01 0.35
H -5.964 1.425 0.402 0.02 0.02 -0.04 0.43
H -4.686 2.053 -0.637 0.14 0.06 0.02 0.34
H -4.051 0.238 2.721 0.32 0.15 0.45 0.38
H 2.672 -2.084 -1.868 0.05 0.13 0.25 -0.05
H 2.987 -0.002 -2.454 -0.02 0.02 0.19 0.07
H 0.901 -1.509 -4.395 -0.01 -0.14 -0.15 0.31
H -0.804 1.164 -0.134 -0.02 -0.17 0.04 -0.83
H -1.786 1.467 -1.572 -0.11 -0.12 -0.12 0.61
H -1.494 3.210 0.492 0.10 -0.12 0.06 0.23
H -2.083 3.972 -0.976 -0.08 -0.06 -0.03 0.48
H -0.811 5.864 -0.584 0.11 0.03 -0.11 0.31
H -0.459 5.194 1.000 0.10 0.01 -0.01 0.37
H 0.645 4.866 -0.338 0.05 0.09 -0.01 0.36
H -0.501 1.920 -3.516 -0.09 -0.08 0.01 0.37
H 0.587 0.652 -4.020 0.20 -0.08 0.12 0.83
H 1.784 2.785 -2.305 0.07 -0.17 0.02 -0.10
H 1.197 3.319 -5.235 -0.13 -0.03 0.01 0.43
H 1.945 4.404 -4.065 0.04 -0.04 -0.01 0.43
H 0.229 4.028 -3.914 -0.05 -0.01 0.04 0.36
O 4.914 3.215 4.423 -0.01 -0.03 0.04 -0.72
Cl 4.491 2.364 3.339 0.00 0.02 -0.06 1.74
O 3.435 1.478 3.794 -0.02 -0.01 -0.01 -0.67
O 5.602 1.581 2.859 0.01 -0.02 0.02 -0.67
O 3.976 3.182 2.257 0.04 0.06 0.00 -0.65

=====

78
Properties=species:S:1:pos:R:3:forces:R:3:mulliken_charge:R:1 method="wB97M-V/def2-TZVPD" energy_ev=-87727.243 fmax_ev_per_a=1.8 smiles="CC(=O)N(C)[PH2](/C(Cl)=C(/C)Cl)/C(I)=C(/C)I.COCCNCCOC.COCCNCCOC" e_lumo_ev=-0.236 gap_ev=8.469 homo_energy_ev=-8.7
C 2.325 -2.030 0.392 -0.14 -0.24 -0.83 -0.35
C 0.918 -2.100 1.022 0.26 0.33 0.39 0.08
O 0.466 -3.181 1.239 -0.31 -1.12 0.20 -0.54
N 0.142 -0.949 1.409 1.53 0.44 -0.92 0.04
C 0.562 -0.421 2.717 -0.59 -1.03 0.86 -0.98
P 0.028 0.319 0.132 -1.57 0.32 0.44 0.21
C -1.811 0.470 0.467 1.40 0.46 0.10 -0.38
Cl -2.369 1.936 1.304 0.56 -0.80 -0.47 -0.14
C -2.674 -0.465 0.130 -1.47 0.03 0.60 0.89
C -4.169 -0.280 0.465 0.76 -1.08 -0.99 -1.06
Cl -2.140 -1.936 -0.666 -0.37 0.75 0.32 -0.18
C -0.040 1.671 -1.256 0.06 0.33 0.12 -0.42
I -1.870 2.074 -2.354 0.66 -0.35 0.35 0.01
C 1.010 2.391 -1.623 -0.42 0.73 -0.83 0.31
C 1.016 3.473 -2.718 1.54 0.06 0.72 -1.31
I 2.946 2.084 -0.701 -0.55 0.06 -0.37 -0.02
H 2.406 -1.307 -0.442 0.10 -0.03 0.71 0.31
H 2.501 -3.017 -0.076 -0.14 0.41 0.34 0.22
H 3.136 -1.893 1.125 -0.52 0.32 -0.15 0.03
H 0.184 0.601 2.906 0.37 -0.36 -0.38 0.38
H 0.073 -1.050 3.491 0.33 0.35 -0.26 0.32
H 1.653 -0.510 2.889 -0.37 0.43 -0.15 0.34
H 0.455 -0.573 -0.882 -0.12 0.00 0.32 0.11
H 0.855 1.147 0.934 -0.22 0.24 -0.49 0.17
H -4.534 0.572 -0.131 0.00 -0.19 0.52 0.14
H -4.295 -0.132 1.549 -0.03 0.06 -0.51 0.32
H -4.683 -1.200 0.136 0.00 0.47 0.31 0.40
H 0.128 4.117 -2.682 0.15 -0.50 -0.13 0.42
H 1.893 4.125 -2.528 -0.46 -0.23 -0.17 0.38
H 1.198 3.024 -3.711 -0.44 0.17 0.38 0.29
C -9.813 4.104 -1.657 0.15 -0.04 -0.17 -0.72
O -8.812 4.848 -2.329 -0.23 -0.03 0.29 -0.34
C -8.483 6.073 -1.679 0.34 0.22 -0.39 -0.81
C -7.066 6.023 -1.132 -0.21 -0.32 0.14 -0.18
N -6.972 5.105 0.000 0.13 0.17 -0.11 -0.30
C -5.600 4.820 0.417 -0.24 -0.23 0.04 -0.93
C -4.700 4.076 -0.570 0.29 0.01 0.32 -0.41
O -5.103 2.736 -0.819 -0.08 0.31 -0.22 -0.24
C -6.075 2.588 -1.842 0.03 -0.32 0.16 -0.75
H -10.085 3.261 -2.291 0.05 0.05 -0.04 0.24
H -9.442 3.713 -0.705 -0.15 0.04 0.09 0.31
H -10.706 4.713 -1.484 -0.01 -0.03 0.08 0.34
H -9.204 6.329 -0.898 0.03 -0.16 0.06 0.41
H -8.530 6.856 -2.442 -0.02 0.01 0.05 0.40
H -6.771 7.024 -0.807 0.03 -0.02 0.01 0.38
H -6.405 5.716 -1.952 -0.01 0.19 -0.13 0.17
H -7.419 4.232 -0.248 -0.02 0.03 0.02 0.09
H -5.671 4.210 1.323 0.11 0.01 -0.01 0.37
H -5.115 5.757 0.705 0.00 0.02 -0.08 0.43
H -3.708 4.004 -0.115 -0.03 -0.03 -0.03 0.28
H -4.559 4.621 -1.510 -0.16 -0.04 -0.06 0.37
H -5.982 3.351 -2.618 -0.05 0.06 0.06 0.36
H -7.083 2.599 -1.421 -0.08 0.12 -0.17 0.19
H -5.929 1.608 -2.303 0.08 0.01 0.02 0.34
C 4.517 -5.442 0.498 0.15 -0.03 -0.16 -0.60
O 5.431 -4.597 -0.184 -0.26 -0.04 0.30 -0.38
C 5.672 -3.364 0.486 0.36 0.22 -0.42 -0.77
C 7.102 -3.302 0.995 -0.17 -0.34 0.14 -0.21
N 7.305 -4.232 2.103 0.11 0.18 -0.12 -0.33
C 8.707 -4.407 2.479 -0.20 -0.22 0.06 -0.69
C 9.639 -5.051 1.451 0.26 -0.01 0.25 -0.48
O 9.346 -6.413 1.181 -0.05 0.22 -0.18 -0.42
C 8.364 -6.629 0.182 0.07 -0.28 0.16 -0.53
H 4.302 -6.291 -0.149 0.05 0.06 -0.04 0.26
H 4.949 -5.821 1.430 -0.14 0.02 0.09 0.30
H 3.580 -4.920 0.711 -0.01 -0.05 0.09 0.23
H 4.954 -3.186 1.291 0.07 -0.20 0.08 0.35
H 5.536 -2.572 -0.258 -0.01 0.03 0.05 0.42
H 7.320 -2.286 1.335 0.03 -0.01 0.01 0.39
H 7.764 -3.535 0.152 -0.04 0.19 -0.13 0.19
H 6.927 -5.135 1.847 -0.02 0.03 0.02 0.08
H 8.713 -5.038 3.371 0.10 0.02 -0.01 0.37
H 9.119 -3.438 2.775 -0.01 0.02 -0.07 0.40
H 10.646 -5.049 1.879 -0.03 -0.01 0.01 0.36
H 9.706 -4.477 0.520 -0.16 -0.03 -0.05 0.34
H 8.367 -5.846 -0.580 -0.05 0.06 0.06 0.28
H 7.371 -6.716 0.628 -0.10 0.11 -0.16 0.17
H 8.584 -7.582 -0.303 0.07 0.03 0.03 0.30

=====

78
Properties=species:S:1:pos:R:3:forces:R:3:mulliken_charge:R:1 method="wB97M-V/def2-TZVPD" spin_multiplicity=4 energy_ev=-76557.861 fmax_ev_per_a=1.0 de_lowest_kj_mol=3.5 total_charge=+4 s_squared=3.807 e_lumo_ev="-13.560 / -13.305" gap_ev="6.945 / 7.317" homo_energy_ev="-20.5 / -20.6"
Re -0.644 0.491 0.460 -0.73 0.63 0.19 0.96
C 0.803 -3.788 0.980 0.03 -0.13 -0.02 -1.20
C 1.335 -2.837 2.012 -0.12 0.34 0.05 0.47
C 1.501 -3.407 3.391 0.06 -0.10 -0.01 -1.32
O 0.392 -1.587 2.050 0.22 -0.48 0.09 -0.05
P -0.929 -1.305 2.812 0.28 0.38 -0.55 0.43
O -1.189 0.193 2.461 0.30 -0.56 0.08 -0.80
C -2.284 -2.173 1.959 -0.23 -0.10 0.12 0.20
P -2.581 -1.519 0.314 0.85 0.33 -0.16 0.05
O -1.162 -1.276 -0.330 -0.14 -0.37 0.29 -0.65
O -3.589 -2.215 -0.529 -0.04 0.05 0.00 -0.26
C -4.270 -3.632 -0.854 -0.07 -0.24 -0.17 0.81
C -5.738 -3.415 -0.682 0.03 0.04 0.02 -1.38
C -3.641 -4.685 0.002 0.01 -0.01 0.04 -1.40
O -2.857 0.069 0.419 -0.14 0.09 -0.05 -0.28
C -4.035 0.855 1.127 0.20 -0.09 0.00 0.67
C -4.220 2.083 0.291 -0.04 0.10 0.02 -1.34
C -5.229 -0.046 1.223 -0.11 0.03 -0.02 -1.34
O -0.856 -1.720 4.256 -0.34 0.26 0.26 -0.24
C -1.378 -1.056 5.588 0.06 -0.19 0.06 0.56
C -1.755 -2.210 6.471 -0.03 0.07 -0.04 -1.34
C -0.257 -0.201 6.092 -0.02 0.09 0.03 -1.27
H 1.580 -4.526 0.776 -0.02 -0.02 0.00 0.52
H 0.565 -3.292 0.041 0.02 0.02 0.00 0.25
H -0.064 -4.341 1.348 -0.02 0.00 0.01 0.24
H 2.250 -2.352 1.678 -0.04 0.01 -0.02 0.28
H 0.606 -3.920 3.740 -0.03 -0.01 0.00 0.30
H 1.800 -2.654 4.117 0.02 0.03 0.00 0.34
H 2.301 -4.149 3.334 -0.02 0.01 0.02 0.52
H -3.194 -2.077 2.558 -0.01 -0.08 0.02 0.52
H -2.046 -3.236 1.871 -0.05 -0.05 0.01 0.48
H -3.981 -3.727 -1.898 0.03 0.10 0.04 0.23
H -6.007 -3.259 0.362 -0.02 -0.01 0.01 0.31
H -6.238 -4.326 -1.022 -0.01 0.00 0.01 0.50
H -6.101 -2.596 -1.298 -0.02 0.01 -0.01 0.39
H -3.925 -4.595 1.050 -0.02 0.01 0.02 0.31
H -2.556 -4.726 -0.112 0.02 0.01 -0.02 0.42
H -4.023 -5.646 -0.351 -0.01 0.01 0.01 0.49
H -3.597 1.078 2.099 -0.01 -0.04 -0.02 0.18
H -4.589 1.845 -0.705 -0.02 -0.04 -0.01 0.33
H -3.301 2.669 0.224 0.02 0.01 0.01 0.33
H -4.963 2.716 0.781 0.00 0.01 -0.01 0.51
H -5.628 -0.312 0.245 0.02 0.03 -0.03 0.35
H -6.001 0.515 1.756 -0.02 -0.02 -0.01 0.53
H -5.050 -0.950 1.805 0.03 0.00 0.03 0.31
H -2.244 -0.475 5.275 0.01 0.00 -0.07 0.32
H -0.876 -2.789 6.751 -0.01 -0.02 0.01 0.31
H -2.493 -2.859 6.003 0.00 -0.01 0.01 0.39
H -2.200 -1.802 7.380 0.03 -0.02 0.01 0.46
H 0.614 -0.803 6.344 0.01 -0.03 0.01 0.31
H -0.601 0.290 7.005 0.03 0.00 0.00 0.48
H 0.023 0.578 5.383 -0.02 0.01 -0.02 0.31
C -1.341 3.087 -2.255 0.06 -0.06 -0.05 -0.98
Te -0.173 1.317 -2.104 0.05 -0.11 -0.22 0.35
C -1.558 0.072 -3.123 -0.04 0.09 0.01 -1.03
H -2.375 2.851 -2.022 0.01 0.02 -0.01 0.33
H -1.241 3.406 -3.291 -0.05 0.06 0.03 0.46
H -0.930 3.828 -1.579 0.00 0.07 0.02 0.34
H -1.610 0.473 -4.135 -0.05 -0.07 -0.01 0.53
H -2.529 0.120 -2.638 -0.02 -0.03 -0.04 0.25
H -1.158 -0.937 -3.134 -0.01 -0.01 -0.02 0.33
C 5.006 4.805 1.528 -0.14 -0.07 -0.12 -1.24
C 3.928 4.269 0.656 0.06 -0.02 0.09 0.50
C 3.735 4.627 -0.668 0.04 -0.02 0.09 -0.82
C 2.688 4.076 -1.390 -0.05 -0.07 -0.07 0.72
N 1.833 3.184 -0.803 0.04 0.12 0.05 0.23
C 2.038 2.860 0.429 -0.08 -0.01 0.15 -0.03
S 0.987 1.763 1.386 0.17 -0.07 0.00 -0.24
N 3.054 3.368 1.173 -0.02 0.05 -0.21 0.02
C 2.434 4.450 -2.805 0.00 -0.03 0.06 -1.24
H 4.846 5.878 1.662 0.06 0.02 0.02 0.36
H 5.970 4.671 1.035 0.02 0.05 0.01 0.39
H 5.033 4.323 2.503 0.01 0.01 0.02 0.37
H 4.408 5.336 -1.130 0.01 0.01 0.00 0.54
H 3.168 3.085 2.142 0.00 -0.02 -0.02 0.36
H 1.838 5.368 -2.824 -0.01 0.02 -0.03 0.32
H 1.889 3.670 -3.332 0.00 -0.01 0.01 0.22
H 3.367 4.658 -3.327 0.00 0.03 -0.01 0.48

=====

75
Properties=species:S:1:pos:R:3:forces:R:3:mulliken_charge:R:1 method="wB97M-V/def2-TZVPD" spin_multiplicity=3 energy_ev=-112361.358 fmax_ev_per_a=1.5 total_charge=-1 s_squared=2.008 e_lumo_ev="2.536 / 2.484" gap_ev="7.293 / 7.241" homo_energy_ev="-4.8 / -4.8"
O 0.749 -5.257 -0.653 0.00 -0.58 -0.05 -0.55
C 0.278 -4.627 -1.854 -0.11 0.74 0.83 -0.66
C 0.313 -3.122 -1.675 -0.59 0.63 0.12 0.01
Al -1.387 -2.563 -0.750 0.10 -0.48 -0.16 0.15
Br -1.301 -0.321 0.120 -0.02 0.10 -0.07 -0.44
C -2.923 -2.782 -2.069 0.49 0.25 0.81 -0.50
O -4.212 -2.933 -1.414 -0.32 0.16 -0.23 -0.26
O -4.331 -4.315 -1.082 0.06 -0.36 0.36 -0.37
H -0.038 -5.478 -0.140 0.24 0.24 0.04 0.30
H -0.754 -4.927 -1.990 -0.33 -0.44 -0.48 0.31
H 0.878 -4.954 -2.691 0.27 -0.39 -0.22 0.29
H 0.403 -2.609 -2.630 0.02 0.06 -0.38 0.38
H 1.188 -2.840 -1.107 0.47 0.00 0.19 -0.26
H -1.641 -3.553 0.490 -0.02 -0.03 0.15 -0.31
H -2.781 -3.646 -2.704 0.04 -0.33 -0.40 0.34
H -3.041 -1.921 -2.716 -0.20 0.34 -0.28 0.32
H -5.136 -4.570 -1.548 -0.02 0.17 -0.15 0.30
C 4.266 -4.161 2.395 -0.04 0.15 0.12 -1.87
C 4.821 -3.684 1.035 -0.36 -0.91 0.90 1.81
C 6.324 -3.428 1.142 0.27 0.36 -0.06 -1.30
C 6.668 -2.158 1.923 -0.08 0.00 -0.04 -0.48
C 5.916 -0.950 1.360 0.38 -0.26 -0.09 -1.28
C 4.406 -1.171 1.262 -0.60 0.62 0.99 1.61
N 4.119 -2.455 0.568 1.27 0.27 -0.85 0.75
O 4.231 -2.320 -0.706 -0.42 -0.05 -0.15 -0.63
C 3.767 -1.142 2.662 0.05 -0.18 0.10 -1.71
C 3.766 -0.026 0.488 -0.03 0.02 -0.35 -1.92
C 4.547 -4.811 0.051 -0.12 -0.06 -0.47 -1.88
H 3.195 -3.975 2.464 -0.01 0.01 -0.03 0.33
H 4.415 -5.234 2.505 0.06 -0.04 -0.13 0.49
H 4.755 -3.696 3.251 -0.04 0.05 -0.04 0.32
H 6.747 -3.346 0.136 -0.11 0.02 -0.05 0.39
H 6.797 -4.295 1.609 -0.05 -0.07 0.01 0.33
H 6.441 -2.286 2.985 -0.04 -0.01 -0.01 0.28
H 7.743 -1.975 1.864 0.00 0.00 0.02 0.39
H 6.105 -0.068 1.976 -0.07 0.04 0.02 0.37
H 6.310 -0.725 0.364 -0.10 -0.05 -0.05 0.36
H 2.717 -1.429 2.610 -0.02 -0.01 -0.04 0.37
H 3.816 -0.130 3.066 0.02 0.07 -0.12 0.46
H 4.263 -1.784 3.387 -0.01 -0.02 -0.05 0.29
H 4.216 0.108 -0.493 -0.03 -0.10 -0.01 0.37
H 3.900 0.902 1.045 0.01 -0.01 0.11 0.44
H 2.697 -0.194 0.354 -0.01 -0.02 -0.01 0.45
H 3.474 -4.979 -0.057 -0.02 0.03 -0.01 0.41
H 5.001 -5.736 0.408 0.05 0.03 0.17 0.45
H 4.957 -4.609 -0.937 -0.05 0.12 0.02 0.37
C -4.697 2.749 0.539 -0.06 0.13 0.10 -1.79
C -4.130 3.219 -0.819 -0.40 -0.85 0.80 1.82
C -2.617 3.383 -0.725 0.32 0.37 -0.03 -0.76
C -2.185 4.615 0.070 -0.13 0.00 -0.03 -0.51
C -2.864 5.877 -0.462 0.37 -0.26 -0.08 -1.27
C -4.385 5.751 -0.539 -0.51 0.58 0.97 1.70
N -4.769 4.501 -1.255 1.26 0.20 -0.77 0.46
O -4.683 4.662 -2.528 -0.51 -0.04 -0.14 -0.62
C -4.994 5.792 0.874 0.04 -0.16 0.09 -1.74
C -4.963 6.953 -1.277 -0.02 0.05 -0.34 -1.86
C -4.455 2.119 -1.820 -0.06 0.03 -0.36 -1.88
H -5.758 2.990 0.625 0.00 0.02 -0.02 0.33
H -4.598 1.669 0.629 0.09 -0.04 -0.12 0.49
H -4.175 3.171 1.396 -0.03 0.04 -0.03 0.27
H -2.198 3.453 -1.733 -0.10 0.01 -0.05 0.41
H -2.206 2.480 -0.277 0.03 -0.13 0.00 -0.15
H -2.406 4.484 1.133 -0.02 -0.01 -0.01 0.28
H -1.101 4.727 -0.001 0.01 -0.01 0.02 0.40
H -2.611 6.735 0.166 -0.08 0.05 0.01 0.39
H -2.471 6.096 -1.460 -0.11 -0.05 -0.06 0.37
H -6.061 5.572 0.841 -0.01 -0.02 -0.03 0.37
H -4.872 6.789 1.298 0.03 0.07 -0.11 0.45
H -4.526 5.103 1.573 -0.03 -0.02 -0.06 0.30
H -4.522 7.079 -2.263 -0.04 -0.10 -0.01 0.37
H -4.759 7.858 -0.704 0.02 -0.02 0.11 0.42
H -6.043 6.858 -1.393 0.00 -0.03 -0.01 0.45
H -5.534 1.997 -1.931 -0.01 0.02 0.01 0.46
H -4.037 1.179 -1.461 0.04 0.00 0.11 0.45
H -4.028 2.315 -2.801 -0.06 0.10 0.01 0.36